No. 1
C2H6N4O | ωB97M-V with the def2-TZVPD basis set

Orbital gap (alpha / beta): 10.77 / 7.33 eV
Net charge: 0
ΔE to the lowest compared entry with this formula, charge and spin: 156.70 kcal per mole

Geometry as XYZ:
```
13
Properties=species:S:1:pos:R:3:forces:R:3:nbo_charge:R:1
O -0.4628 -1.0015 0.9122 -0.76 0.17 -0.62 -0.380
N 0.2818 0.9859 0.7962 3.19 4.18 1.73 -0.410
N 0.6094 -0.1809 1.2855 0.19 -1.41 0.33 0.063
N 2.3581 -0.6162 -0.5979 -1.18 2.01 -1.36 -0.650
N -2.3442 -0.7006 -0.5096 -1.00 0.97 -0.92 -0.667
C -0.6112 0.9674 -0.2845 -0.03 2.17 -1.56 -0.336
C -1.2956 -0.3103 -0.0029 0.85 -0.66 0.64 0.534
H -1.1768 1.9247 -0.3637 -0.46 -1.01 0.75 0.239
H -0.1387 1.0378 -1.2790 0.36 -0.93 0.07 0.225
H -2.8122 -1.5347 -0.2615 0.11 -1.14 0.53 0.374
H 1.5389 -1.1880 -0.6237 -0.68 -0.75 -0.23 0.294
H 2.9764 -1.1143 -0.0468 1.80 -1.44 1.58 0.295
H 1.0770 1.7307 0.9759 -2.40 -2.16 -0.93 0.418
```
Forces are in eV/Å.

No. 2
C2H6N4O | ωB97M-V with the def2-TZVPD basis set

Orbital gap: 9.21 eV
Net charge: 0
ΔE to the lowest compared entry with this formula, charge and spin: 150.57 kcal per mole

Geometry as XYZ:
```
13
Properties=species:S:1:pos:R:3:forces:R:3:nbo_charge:R:1
O -1.1840 1.1310 0.5661 -1.32 0.07 -0.25 -0.357
N 1.0859 0.9448 -0.9150 -0.11 -1.39 2.22 0.002
N 1.8726 0.0879 -0.6778 0.76 0.50 -2.38 -0.145
N 0.3133 -0.6387 0.8968 -0.59 -0.32 -0.76 -0.454
N 0.0901 0.7487 0.6894 1.06 -0.80 -0.56 0.021
C -1.8617 0.6480 -0.5977 3.25 -2.68 -1.03 -0.282
C 1.7012 -0.7495 0.5356 -1.23 -2.03 1.36 -0.149
H 1.9856 -1.8858 0.4812 -0.15 2.52 -0.34 0.228
H -0.2919 -1.3818 0.4082 0.86 1.86 0.46 0.352
H 2.2551 -0.1905 1.2826 0.48 -0.24 0.13 0.224
H -1.1434 0.7672 -1.5001 -1.77 0.63 1.14 0.203
H -2.8460 0.9870 -0.5799 -1.29 1.31 -0.40 0.208
H -1.9768 -0.4683 -0.5894 0.06 0.57 0.41 0.149
```
Forces are in eV/Å.

No. 3
C2H6N4O2 | ωB97M-V with the def2-TZVPD basis set

Orbital gap: 9.43 eV
Net charge: 0
ΔE to the lowest compared entry with this formula, charge and spin: 107.51 kcal per mole

Geometry as XYZ:
```
14
Properties=species:S:1:pos:R:3:forces:R:3:nbo_charge:R:1
O -0.6045 0.4504 -0.5290 -4.43 -3.91 -1.87 -0.528
O 0.2630 -1.5951 0.3349 -1.63 1.84 -3.58 -0.650
N -1.0819 -1.4690 -1.4719 -6.68 -5.59 -7.66 -0.796
N 1.5389 0.3717 -0.8756 -0.98 3.79 5.03 -0.730
N -0.4218 0.9373 1.9334 -5.97 -2.15 3.62 -0.667
N 0.3246 1.6667 1.1232 7.49 -1.52 -3.27 -0.425
C 0.4937 0.8125 -0.1064 8.00 3.56 -1.17 0.675
C -0.2815 -0.9841 -0.6439 0.76 -0.84 7.17 0.868
H -1.6660 -1.0084 -2.2868 2.27 -0.21 2.73 0.433
H 2.3490 0.7186 -0.2680 -0.50 -0.87 -1.50 0.329
H -0.2619 -0.0886 2.0284 0.37 1.07 -0.59 0.365
H 1.4274 1.5452 1.4914 -3.64 1.20 -0.69 0.340
H -1.4273 -2.5553 -1.5535 2.18 3.55 1.04 0.433
H -1.4818 1.0294 1.6796 2.76 0.08 0.73 0.351
```
Forces are in eV/Å.

No. 4
C2H6N4O2 | ωB97M-V with the def2-TZVPD basis set

Orbital gap (alpha / beta): 7.34 / 7.44 eV
Net charge: 0
ΔE to the lowest compared entry with this formula, charge and spin: 176.78 kcal per mole

Geometry as XYZ:
```
14
Properties=species:S:1:pos:R:3:forces:R:3:nbo_charge:R:1
O -0.3605 1.6252 1.2285 -0.85 0.81 0.13 -0.616
O -0.3795 -2.4726 0.5246 -0.20 -1.87 1.35 -0.543
N 0.3840 1.6793 -0.8038 -0.19 0.16 -1.76 -0.252
N 0.1038 -1.2115 0.3594 -1.50 1.74 -1.46 0.182
N 1.0797 -0.6950 1.0015 1.76 -0.76 1.40 -0.646
N 0.3749 2.3552 0.3013 0.36 -0.45 0.69 0.004
C -0.6197 -0.5599 -0.5323 -0.25 -1.49 0.47 -0.099
C -0.2452 0.5437 -1.2281 1.52 2.80 2.14 -0.165
H 0.8239 2.2614 -1.5424 -0.49 -0.67 0.63 0.407
H 1.6345 -1.4574 1.4283 -0.51 0.50 -0.27 0.347
H -1.3948 -1.1579 -0.9609 -0.24 -0.26 -0.22 0.203
H -0.3454 0.4663 -2.2288 -0.36 0.22 -3.20 0.200
H -1.2862 -2.3417 0.8524 0.36 -0.27 0.11 0.480
H 0.2304 0.9650 1.6003 0.60 -0.46 -0.01 0.498
```
Forces are in eV/Å.

No. 5
C2H6N4O3S | ωB97M-V with the def2-TZVPD basis set

Orbital gap (alpha / beta): 8.52 / 8.52 eV
Structure (SMILES): NN[C@H](N=O)NS.O=C=O
Net charge: 0

Geometry as XYZ:
```
16
Properties=species:S:1:pos:R:3:forces:R:3:nbo_charge:R:1
S -0.1582 2.9301 -1.5236 0.13 0.60 -1.71 0.189
O -0.2200 0.1947 2.6699 0.69 1.28 -0.68 -0.533
O -0.5410 -1.8228 3.7013 0.26 -1.37 0.39 -0.504
O -0.7216 -1.5493 0.4170 -1.43 0.95 -0.32 -0.443
N -1.1080 -0.7129 -0.4647 0.47 -0.79 0.72 0.025
N 1.3606 -1.3166 -0.6475 0.48 -4.79 0.41 -0.594
N 0.7584 -0.4427 -1.3062 -4.00 5.36 -5.11 -0.311
N -0.9216 1.4867 -1.1019 -1.96 -0.79 -1.55 -0.781
C -0.2490 0.4284 -0.5485 1.10 -0.95 2.52 0.139
C -0.3171 -0.8446 3.1469 -0.95 0.19 0.39 1.036
H 0.2891 0.6899 0.3828 -0.42 -0.05 -0.33 0.189
H 0.2753 -0.6146 -2.2216 1.11 -0.72 0.88 0.358
H 2.1199 -0.8919 -0.2192 1.46 0.41 1.95 0.359
H -1.6329 1.1357 -1.8035 1.05 1.03 1.08 0.409
H 0.5351 -1.7922 -0.0492 1.80 -0.37 0.28 0.358
H 0.5309 3.1220 -0.4319 0.22 0.00 1.09 0.103
```
Forces are in eV/Å.

No. 6
C2H6N4OS | ωB97M-V with the def2-TZVPD basis set

Orbital gap: 9.34 eV
Structure (SMILES): N/N=C(\NN)C(=O)S
Net charge: 0
ΔE to the lowest compared entry with this formula, charge and spin: 92.19 kcal per mole

Geometry as XYZ:
```
14
Properties=species:S:1:pos:R:3:forces:R:3:nbo_charge:R:1
S -1.7890 -0.5951 1.5509 0.68 -0.28 -0.14 -0.063
O -0.2395 1.4592 1.6736 1.57 3.23 1.64 -0.518
N 1.1705 0.9852 -0.9144 0.56 3.87 4.44 -0.492
N -0.2410 -0.9084 -0.8742 0.60 -0.25 -0.78 -0.275
N 2.5791 0.6912 -1.1456 0.05 -4.60 -0.93 -0.621
N 0.2987 -1.3055 -2.1440 -0.15 3.71 -0.17 -0.657
C -0.4204 0.4981 1.0563 -2.00 -3.40 -2.81 0.426
C 0.2088 0.1550 -0.3369 0.50 -1.68 0.04 0.235
H 0.2031 -0.4320 -2.8456 0.36 -2.37 1.91 0.355
H 1.2909 1.7186 -0.0882 -0.65 -1.08 -2.61 0.379
H -1.4652 -1.5902 0.6826 -0.27 0.43 0.33 0.178
H 2.4667 -0.0547 -1.9210 0.80 1.60 1.11 0.356
H -0.3657 -1.9824 -2.4182 -0.59 -0.85 -0.80 0.366
H 3.0281 0.0318 -0.3824 -1.45 1.66 -1.20 0.331
```
Forces are in eV/Å.

No. 7
C2H6N4OS | ωB97M-V with the def2-TZVPD basis set

Orbital gap: 9.13 eV
Structure (SMILES): [H]/N=C(N)/C(=N/S)NO
Net charge: 0
ΔE to the lowest compared entry with this formula, charge and spin: 70.13 kcal per mole

Geometry as XYZ:
```
14
Properties=species:S:1:pos:R:3:forces:R:3:nbo_charge:R:1
S -2.6805 -0.7640 -0.0633 -0.34 -1.31 0.25 0.203
O -1.8229 1.8338 0.2551 0.68 -0.33 0.13 -0.545
N -1.0021 -0.9188 -0.0585 1.07 1.31 -0.25 -0.642
N 1.9921 0.9131 -0.0553 0.21 0.23 -0.06 -0.711
N 1.6059 -1.5039 -0.0306 0.04 0.65 0.74 -0.822
N -0.5492 1.4776 -0.2273 1.09 -0.68 0.14 -0.357
C 1.2852 -0.1324 -0.0399 -1.01 -1.30 -0.48 0.416
C -0.2192 0.1017 -0.1581 -0.79 0.13 1.23 0.320
H 0.8123 -2.0674 0.2985 0.40 0.39 -0.44 0.415
H -2.2110 2.1117 -0.5658 -0.83 0.41 -0.38 0.476
H 0.1857 2.0824 0.1790 -0.57 -0.65 -0.42 0.408
H 2.4716 -1.7702 0.4434 -0.36 0.39 -0.37 0.384
H 2.9867 0.7644 -0.0719 0.43 -0.26 0.20 0.351
H -2.8547 -2.1280 0.0946 -0.02 1.01 -0.28 0.106
```
Forces are in eV/Å.

No. 8
C2H6N4OS | ωB97M-V with the def2-TZVPD basis set

Orbital gap: 10.14 eV
Structure (SMILES): [H]/N=C\N(N)C(=O)NS
Net charge: 0
ΔE to the lowest compared entry with this formula, charge and spin: 84.75 kcal per mole

Geometry as XYZ:
```
14
Properties=species:S:1:pos:R:3:forces:R:3:nbo_charge:R:1
S -1.1537 0.5973 1.5607 -0.49 -1.48 1.40 0.185
O -1.0126 0.9485 -1.8674 3.82 -4.46 4.71 -0.639
N 1.8135 0.4221 -1.6038 0.44 2.45 -1.82 -0.640
N 0.9166 -0.1329 -0.7451 -2.77 -0.70 1.21 -0.332
N -1.3208 -0.3573 0.1302 -0.48 0.49 -2.08 -0.828
N 1.0493 -1.6054 1.2688 0.32 1.30 -0.77 -0.642
C 1.5545 -0.8634 0.3581 -0.30 -0.11 0.21 0.280
C -0.4477 0.1796 -0.9084 -2.42 2.73 -2.48 0.753
H 0.0075 -1.6152 1.3460 1.34 -0.25 -0.87 0.365
H 1.4718 0.2739 -2.6082 0.64 0.69 1.99 0.389
H 2.6679 -0.5940 0.2728 -1.65 -0.94 0.20 0.202
H -0.9966 -0.4569 2.5804 -0.24 1.62 -1.76 0.124
H -2.2888 -0.3958 -0.3366 1.73 0.46 1.42 0.423
H 1.8460 1.4613 -1.3342 0.06 -1.79 -1.35 0.363
```
Forces are in eV/Å.